{
  "formula": "C22H30ClN3O2",
  "method": "the ωB97M-V functional and the def2-TZVPD basis",
  "symbols": ["C", "C", "H", "H", "O", "C", "O", "C", "C", "C", "N", "C", "C", "H", "H", "H", "H", "C", "C", "C", "N", "N", "C", "C", "H", "H", "H", "C", "C", "H", "H", "H", "H", "H", "H", "H", "H", "H", "H", "H", "H", "C", "C", "C", "C", "C", "C", "C", "H", "H", "Cl", "H", "H", "H", "H", "H", "H", "H"],
  "coordinates": [[0.92524, -2.52992, -2.89862], [0.47424, -1.13747, -2.48760], [1.23085, -0.39330, -2.74682], [-0.47652, -0.89118, -2.97282], [0.31386, -1.01014, -1.07407], [-0.85138, -1.38065, -0.54565], [-1.75240, -1.86233, -1.18518], [-0.91756, -1.11646, 0.95820], [-2.34466, -0.65252, 1.31263], [-2.46047, 0.86093, 1.21240], [-1.65106, 1.50999, 2.23183], [-0.45244, 0.75598, 2.56423], [0.09403, -0.03935, 1.37871], [0.26657, 0.65166, 0.55264], [1.05273, -0.49404, 1.62389], [-0.70155, 0.06934, 3.38367], [0.30525, 1.44510, 2.93718], [-1.44828, 2.92823, 1.96772], [-0.73613, 3.26158, 0.69098], [-1.31456, 3.43419, -0.55140], [-0.32345, 3.69304, -1.42631], [0.86456, 3.69335, -0.82730], [0.64689, 3.43645, 0.45258], [1.77706, 3.38954, 1.41979], [2.61107, 3.96107, 1.02145], [1.47727, 3.80726, 2.37915], [2.11060, 2.36351, 1.57502], [-0.43419, 3.89071, -2.84534], [-0.55271, 2.56004, -3.58579], [-1.43529, 2.01645, -3.25530], [0.32503, 1.94911, -3.39132], [-0.62994, 2.73374, -4.65548], [-1.30926, 4.51570, -3.04734], [0.46663, 4.41883, -3.16466], [-2.34323, 3.41956, -0.85395], [-2.44371, 3.38534, 1.94517], [-0.90368, 3.34472, 2.81912], [-3.50040, 1.17067, 1.36737], [-2.16919, 1.16645, 0.19335], [-3.05065, -1.12275, 0.62635], [-2.59877, -0.96013, 2.32724], [-0.66283, -2.46635, 1.67978], [0.57649, -3.17805, 1.22415], [0.51720, -4.07105, 0.16021], [1.64883, -4.72738, -0.28676], [2.86198, -4.48763, 0.33769], [2.94379, -3.61809, 1.41176], [1.80012, -2.97542, 1.85144], [1.86484, -2.32015, 2.70808], [3.89037, -3.45107, 1.90159], [4.28656, -5.29606, -0.22217], [1.59326, -5.42138, -1.11102], [-0.43087, -4.25850, -0.32232], [-1.52918, -3.10540, 1.49631], [-0.60139, -2.26358, 2.75076], [1.12416, -2.54220, -3.96666], [0.14683, -3.25429, -2.67658], [1.82945, -2.80570, -2.36201]],
  "atomic_forces_ev_per_a": [[-0.1202, 0.3028, 0.2552], [-0.0696, -0.1445, -0.5496], [-0.1254, -0.0503, 0.0343], [0.1803, 0.0523, 0.0677], [0.2288, 0.0535, 0.1575], [-0.1821, 0.1878, 0.1627], [-0.0487, -0.1637, -0.1575], [-0.1087, -0.0657, 0.0350], [-0.0317, 0.2038, -0.1920], [-0.2480, -0.0717, 0.0671], [-0.1173, -0.0247, 0.0006], [0.1205, -0.2595, 0.0157], [-0.0312, 0.2017, 0.1531], [0.0534, -0.0229, 0.0502], [0.0829, 0.0362, -0.0469], [0.1773, 0.0170, 0.0321], [0.0049, -0.0163, 0.0584], [-0.0659, -0.0225, 0.0059], [-0.0986, 0.0518, -0.1785], [0.2250, 0.0837, 0.2099], [-0.3181, 0.0268, 0.5170], [0.7383, 0.0866, -0.1855], [-0.3723, 0.0350, -0.1321], [-0.0216, -0.0472, -0.1035], [0.0756, 0.0306, 0.0499], [0.0606, 0.0074, 0.0881], [0.0575, -0.0540, 0.0856], [0.0175, -0.1938, -0.5361], [0.0258, 0.2296, 0.1063], [-0.0752, -0.0714, 0.0035], [0.0735, -0.0669, 0.0088], [-0.0164, -0.0228, -0.1380], [0.1376, 0.0034, 0.0490], [-0.1597, 0.0309, 0.0877], [-0.2293, -0.0105, -0.0799], [0.0910, 0.0678, 0.0876], [-0.1004, 0.0678, -0.0270], [0.0214, -0.0156, -0.1547], [-0.0351, -0.0334, 0.0366], [0.0191, -0.0310, 0.1148], [0.0210, -0.0781, 0.0703], [0.0241, 0.1140, -0.2122], [-0.0136, -0.1409, 0.1409], [0.0558, -0.0005, 0.1116], [0.1202, -0.0332, 0.0372], [-0.1935, 0.0758, 0.0393], [0.0752, -0.0312, -0.0483], [-0.0176, -0.0657, -0.0653], [-0.0086, 0.0753, 0.0783], [0.0938, -0.0117, 0.0269], [0.1603, -0.0894, -0.0607], [0.0223, -0.0591, -0.0770], [-0.1180, -0.0143, -0.0660], [-0.0341, 0.0118, 0.0929], [-0.0882, 0.0119, 0.0305], [0.0347, -0.0139, -0.1306], [-0.0428, -0.0933, -0.0167], [0.0938, -0.0455, -0.0102]],
  "gap_ha": 0.3282,
  "multiplicity": 1,
  "e_homo_ev": -8.187,
  "relative_energy_kcal_mol": 9.55,
  "charge": 0,
  "smiles": "CCOC(=O)C1(Cc2ccc(Cl)cc2)CCN(Cc2cn(CC)nc2C)CC1",
  "e_tot_ha": -1631.27681,
  "lumo_energy_ev": 0.742,
  "largest_force_ha_per_bohr": 0.0149
}